No. 1
Formula: C17H23N3O3
Source: the Open Molecules 2025 dataset
Level of theory: wB97M-V/def2-TZVPD

Summary:
**Energy**: -1051.4787 Ha
**Structure (SMILES)**: CC[C@H](C)[C@H](NC(=O)[C@@H](N)Cc1c[nH]c2ccccc12)C(=O)O
**Orbital gap**: 8.6 eV
**Total charge**: 0
**Energy above the lowest of the compared OMol25 structures with the same formula, charge and spin**: 123.60 kcal per mole
**E_HOMO**: -8.226 eV
**Max |F|**: 0.0849 hartree/bohr
**Molar mass**: 317.39 g mol⁻¹
**Spin multiplicity**: 1

Atoms and positions in Å:
C (-4.96, 0.00, -1.28)
H (-5.86, 0.00, -2.01)
O (0.21, -2.58, -0.42)
C (4.46, -1.69, -0.15)
H (2.75, 1.38, 0.88)
N (0.95, 0.01, 0.02)
C (3.63, 0.71, 0.77)
H (4.52, 2.42, -0.38)
C (-3.08, -0.82, 0.67)
C (2.02, -0.90, -0.31)
C (4.46, 1.28, -0.38)
H (2.21, -0.73, -1.36)
C (3.30, -0.89, 0.63)
C (-3.89, 0.83, -0.96)
C (-4.05, -1.73, 0.30)
C (0.85, 1.26, -0.58)
H (2.85, -1.39, 1.61)
H (5.60, 0.83, -0.37)
C (-1.51, 0.32, 1.77)
H (1.87, 3.53, -0.37)
H (4.50, -2.76, -0.42)
C (-4.95, -1.28, -0.70)
H (4.17, 0.96, 1.69)
H (-3.69, 1.51, -1.74)
H (-0.26, -1.81, -0.10)
N (-1.94, -0.90, 1.51)
C (-2.98, 0.46, 0.11)
O (1.37, 1.38, -1.66)
C (-1.94, 1.24, 0.83)
C (1.50, -2.31, -0.35)
H (0.63, 3.80, -1.07)
H (0.31, -0.22, 0.79)
H (4.67, -1.21, -1.08)
H (3.92, 1.25, -1.35)
C (-1.29, 2.49, 0.52)
H (0.68, 2.30, 1.47)
C (0.29, 2.39, 0.37)
H (5.51, -1.51, 0.26)
H (-0.86, 0.44, 2.56)
H (-1.84, 2.95, -0.31)
H (-1.66, -1.74, 1.99)
H (-5.70, -2.01, -0.92)
O (2.25, -3.29, -0.31)
H (-1.44, 3.26, 1.30)
N (0.88, 3.63, -0.14)
H (-4.05, -2.75, 0.73)

No. 2
Formula: C17H23N3O3
Source: the Open Molecules 2025 dataset
Level of theory: wB97M-V/def2-TZVPD

Summary:
**Energy**: -1051.5776 Ha
**Structure (SMILES)**: CC[C@H](C)[C@H](NC(=O)[C@@H](N)Cc1c[nH]c2ccccc12)C(=O)O
**Orbital gap**: 8.6 eV
**Total charge**: 0
**Energy above the lowest of the compared OMol25 structures with the same formula, charge and spin**: 61.56 kcal per mole
**E_HOMO**: -7.973 eV
**Max |F|**: 0.0677 hartree/bohr
**Molar mass**: 317.39 g mol⁻¹
**Spin multiplicity**: 1

Atoms and positions in Å:
C (-2.33, -1.18, -1.05)
H (-5.04, -2.73, 0.39)
C (0.48, 2.56, -0.83)
H (-5.26, -0.44, 1.42)
H (-2.11, 3.30, 0.12)
H (4.59, -1.59, -1.90)
C (-4.50, -0.62, 0.67)
H (0.87, -2.80, 1.23)
H (1.70, -3.21, -0.25)
C (-2.42, 0.08, -0.41)
O (0.36, 2.93, 1.46)
H (0.29, -2.16, -0.32)
H (0.15, 0.56, -1.43)
H (4.62, -2.16, -0.26)
C (2.83, -0.90, -0.82)
H (-4.15, 2.24, 1.16)
H (-3.24, -3.15, -1.16)
N (1.77, 1.19, 0.80)
C (-1.67, 1.25, -0.63)
H (3.60, -2.87, -1.50)
C (2.04, -1.20, 0.46)
H (3.43, 0.01, -0.76)
C (0.89, 2.25, 0.58)
C (1.14, -0.10, 1.03)
H (0.01, 3.49, -0.82)
C (-0.42, 1.45, -1.39)
N (-3.46, 1.73, 0.62)
N (1.63, 2.58, -1.71)
H (0.14, -0.06, 0.54)
C (1.16, -2.42, 0.27)
O (0.58, 0.83, 3.29)
O (0.61, -1.32, 2.98)
C (-3.59, 0.39, 0.36)
H (2.38, 1.42, 1.57)
C (0.80, -0.26, 2.49)
C (-3.30, -2.14, -0.73)
H (-1.43, -1.49, -1.56)
C (-2.27, 2.23, 0.09)
H (2.22, 1.77, -1.47)
H (2.81, -1.46, 1.19)
H (2.20, 3.39, -1.46)
C (-4.36, -1.94, 0.11)
H (-0.62, 1.71, -2.41)
C (3.92, -1.92, -1.09)
H (0.82, 1.65, 2.82)
H (2.10, -0.88, -1.68)

No. 3
Formula: C17H23N3O3
Source: the Open Molecules 2025 dataset
Level of theory: wB97M-V/def2-TZVPD

Summary:
**Energy**: -1051.4723 Ha
**Structure (SMILES)**: CC(C)C[C@H](NC(=O)[C@@H](N)Cc1c[nH]c2ccccc12)C(=O)O
**Orbital gap**: 7.9 eV
**Total charge**: 0
**Energy above the lowest of the compared OMol25 structures with the same formula, charge and spin**: 127.61 kcal per mole
**E_HOMO**: -7.645 eV
**Max |F|**: 0.0900 hartree/bohr
**Molar mass**: 317.39 g mol⁻¹
**Spin multiplicity**: 1

Atoms and positions in Å:
H (-3.78, -1.56, 2.21)
C (-2.95, 1.65, -1.52)
H (0.58, 1.70, 1.50)
H (-2.53, 2.55, -1.96)
C (0.83, -2.03, 0.94)
H (2.98, 3.50, 0.86)
H (1.59, 4.26, 1.71)
H (-0.91, -3.32, -1.76)
C (-1.75, -1.88, -0.39)
H (2.56, 3.20, 2.61)
C (2.54, 1.49, 0.19)
H (2.85, 2.14, -0.74)
C (0.35, 3.05, -0.08)
C (3.46, -0.93, -0.73)
H (-1.94, -3.02, 1.49)
H (-0.43, 3.73, 0.39)
H (0.27, -4.47, 0.98)
C (-2.24, 0.43, -1.66)
H (1.36, -4.89, -0.14)
O (4.42, -0.07, -1.11)
O (3.58, -2.12, -0.89)
H (-0.31, 2.30, -0.53)
H (-0.29, -1.61, -1.85)
H (-4.56, 2.68, -0.78)
C (-4.37, 0.72, 0.26)
H (0.97, 3.66, -0.80)
C (1.35, 2.25, 0.86)
C (0.55, -2.96, -0.29)
C (-2.52, -0.63, -0.72)
H (2.05, -0.58, 1.67)
H (-1.60, 0.22, -2.44)
C (2.14, 3.34, 1.65)
C (-2.34, -2.25, 0.82)
O (0.34, -2.39, 2.02)
H (4.11, 0.63, -1.66)
N (0.36, -4.40, -0.01)
H (-5.11, 0.90, 1.11)
H (3.47, 1.41, 0.75)
C (2.20, -0.15, -0.23)
N (1.40, -0.73, 0.82)
C (-4.06, 1.64, -0.68)
H (1.38, -2.97, -1.03)
N (-3.44, -1.53, 1.23)
C (-0.63, -2.43, -1.17)
C (-3.50, -0.43, 0.28)
H (1.56, -0.11, -1.19)

No. 4
Formula: C17H23N5O2S
Source: the Open Molecules 2025 dataset
Level of theory: wB97M-V/def2-TZVPD

Summary:
**Energy**: -1484.0398 Ha
**Structure (SMILES)**: COc1ccccc1NC(=O)CSc1nnc(C2CCCCC2)n1N
**Orbital gap**: 9.0 eV
**Total charge**: 0
**Energy above the lowest of the compared OMol25 structures with the same formula, charge and spin**: 38.93 kcal per mole
**E_HOMO**: -8.593 eV
**Max |F|**: 0.0231 hartree/bohr
**Molar mass**: 361.47 g mol⁻¹
**Spin multiplicity**: 1

Atoms and positions in Å:
C (-2.36, 3.86, 0.97)
H (-0.94, 2.24, 1.13)
H (-3.43, 5.69, 0.55)
C (-0.62, -2.82, 1.43)
H (-2.60, -3.26, 2.10)
H (-2.93, 4.62, -1.63)
C (-1.66, -4.98, 1.26)
H (1.17, -6.68, -1.28)
H (-1.44, 2.54, -1.28)
C (3.22, -0.76, 0.29)
C (0.64, 2.61, -1.02)
C (-0.99, 3.25, 0.71)
H (-1.71, 5.90, 0.85)
S (3.02, -0.37, -1.50)
C (-0.79, 4.60, -1.40)
H (-2.50, -5.63, 1.42)
O (1.04, -0.46, 1.22)
H (1.80, -7.10, 0.34)
H (0.30, -0.52, -1.79)
H (-3.14, 3.23, 0.52)
C (1.87, -1.23, 0.79)
H (-0.66, -1.79, 1.74)
H (-2.20, 6.22, -1.55)
H (4.00, -1.52, 0.36)
H (-0.22, 3.86, 1.18)
C (-0.51, -5.49, 0.67)
H (-2.55, 3.90, 2.04)
O (1.77, -5.08, -0.11)
C (-2.44, 5.26, 0.37)
C (-0.71, 3.20, -0.80)
C (-1.71, -3.65, 1.64)
H (-0.01, 5.21, -0.95)
H (2.90, -6.50, -0.93)
N (2.76, 2.33, -1.17)
N (0.84, 1.28, -1.23)
H (3.53, 0.16, 0.79)
C (-2.16, 5.21, -1.13)
N (1.67, -2.56, 0.59)
H (-0.48, -6.53, 0.39)
H (2.42, -3.09, 0.17)
C (1.90, -6.42, -0.51)
C (0.53, -3.32, 0.84)
H (-0.48, 0.04, -0.43)
C (0.59, -4.68, 0.46)
N (-0.13, 0.30, -1.36)
C (2.21, 1.16, -1.30)
H (-0.60, 4.55, -2.47)
N (1.79, 3.23, -0.98)

The highest energy above the lowest of the compared OMol25 structures with the same formula, charge and spin belongs to which entry?
number 3

Which of these has the highest E_HOMO?
number 3

Repeat the first record exactly.
Formula: C17H23N3O3
Source: the Open Molecules 2025 dataset
Level of theory: wB97M-V/def2-TZVPD

Summary:
**Energy**: -1051.4787 Ha
**Structure (SMILES)**: CC[C@H](C)[C@H](NC(=O)[C@@H](N)Cc1c[nH]c2ccccc12)C(=O)O
**Orbital gap**: 8.6 eV
**Total charge**: 0
**Energy above the lowest of the compared OMol25 structures with the same formula, charge and spin**: 123.60 kcal per mole
**E_HOMO**: -8.226 eV
**Max |F|**: 0.0849 hartree/bohr
**Molar mass**: 317.39 g mol⁻¹
**Spin multiplicity**: 1

Atoms and positions in Å:
C (-4.96, 0.00, -1.28)
H (-5.86, 0.00, -2.01)
O (0.21, -2.58, -0.42)
C (4.46, -1.69, -0.15)
H (2.75, 1.38, 0.88)
N (0.95, 0.01, 0.02)
C (3.63, 0.71, 0.77)
H (4.52, 2.42, -0.38)
C (-3.08, -0.82, 0.67)
C (2.02, -0.90, -0.31)
C (4.46, 1.28, -0.38)
H (2.21, -0.73, -1.36)
C (3.30, -0.89, 0.63)
C (-3.89, 0.83, -0.96)
C (-4.05, -1.73, 0.30)
C (0.85, 1.26, -0.58)
H (2.85, -1.39, 1.61)
H (5.60, 0.83, -0.37)
C (-1.51, 0.32, 1.77)
H (1.87, 3.53, -0.37)
H (4.50, -2.76, -0.42)
C (-4.95, -1.28, -0.70)
H (4.17, 0.96, 1.69)
H (-3.69, 1.51, -1.74)
H (-0.26, -1.81, -0.10)
N (-1.94, -0.90, 1.51)
C (-2.98, 0.46, 0.11)
O (1.37, 1.38, -1.66)
C (-1.94, 1.24, 0.83)
C (1.50, -2.31, -0.35)
H (0.63, 3.80, -1.07)
H (0.31, -0.22, 0.79)
H (4.67, -1.21, -1.08)
H (3.92, 1.25, -1.35)
C (-1.29, 2.49, 0.52)
H (0.68, 2.30, 1.47)
C (0.29, 2.39, 0.37)
H (5.51, -1.51, 0.26)
H (-0.86, 0.44, 2.56)
H (-1.84, 2.95, -0.31)
H (-1.66, -1.74, 1.99)
H (-5.70, -2.01, -0.92)
O (2.25, -3.29, -0.31)
H (-1.44, 3.26, 1.30)
N (0.88, 3.63, -0.14)
H (-4.05, -2.75, 0.73)

Which formula does entry 1 have?
C17H23N3O3